1.
The following is a quantum chemistry calculation of a structure of composition C21H27BMnN9O5S at a distorted geometry, from the OMol25 dataset.

Results
* total charge: -1
* HOMO-LUMO gap (spin up / spin down): 8.2 / 8.4 eV
* multiplicity: 6

Structure (XYZ):
```
65
Properties=species:S:1:pos:R:3:mulliken_charge:R:1
Mn -1.07551 -1.16694 -0.30054 1.1282
S 1.41880 3.05477 -0.41826 1.3015
O 0.21792 -0.78338 -1.93655 -0.7145
O 0.69156 -1.28024 1.39716 -0.6481
O 2.55230 2.44940 -1.05492 -0.7102
O 1.04350 4.37190 -0.84488 -0.8070
O -1.43705 -1.72793 1.67968 -0.7467
N -1.34074 -4.38815 -0.91749 -0.3035
N 1.78694 0.29023 -3.15383 0.3660
N -1.72732 1.00454 -0.04898 0.1861
N 0.28262 1.96215 -0.48280 -0.0659
N 3.66725 3.58013 5.04883 -0.6333
N -3.06374 -2.93011 -2.04873 -0.2534
N -2.67278 -1.65796 -1.84395 0.4056
N -1.11418 3.05867 1.06920 -0.4226
N -0.49202 -3.38031 -0.60726 0.6030
C 3.06033 3.45843 3.78920 1.2558
C -3.35955 2.19894 1.19177 -0.9864
C -2.96430 1.10905 0.39891 0.1037
C -3.79940 -3.03697 -3.13223 -0.2081
C 2.20985 4.56474 1.74280 -0.5383
C 0.51119 0.10562 -2.67819 -0.0801
C 2.09388 1.34991 -4.05459 -1.0991
C 1.87244 3.29994 1.29846 -0.3082
C 2.08535 2.18266 2.08499 -0.5083
C -0.01975 -1.79938 3.61508 -1.2116
C 2.83011 4.63415 3.01095 -0.7313
C 2.68475 2.24352 3.33547 -0.8617
C -0.87097 2.03804 0.18936 0.0932
C 2.90763 -0.47275 -2.62711 -1.0417
C 0.54955 -5.27307 -0.17214 -1.1908
C -0.74257 -5.57875 -0.64639 -0.0657
C -3.17858 -0.93787 -2.84028 -0.4336
C -3.92594 -1.73604 -3.67225 -1.0459
C -2.36441 3.07633 1.57771 -0.2188
C -0.27909 -1.61436 2.16844 1.0756
C 0.63424 -3.87068 -0.13164 -0.6295
B -2.88614 -4.05634 -1.03191 0.3160
H -1.34854 -6.50013 -0.79688 0.3718
H -3.03169 0.11070 -2.91545 0.4987
H -1.01945 -1.56989 4.02927 0.3304
H -3.66309 0.28491 0.12638 0.3169
H 1.95841 5.40366 1.11554 0.5164
H 3.00995 -1.46631 -3.13599 0.2916
H 3.11838 5.60390 3.38486 0.2868
H 0.90484 -1.24576 3.89707 0.2222
H 2.68262 1.32081 3.96558 0.1156
H 2.21171 2.30457 -3.55456 0.2971
H -4.34813 2.44257 1.65882 0.2693
H 1.23931 -6.01521 0.11845 0.4502
H -2.59355 3.96230 2.21945 0.3548
H 2.95779 1.07461 -4.63929 0.4381
H -3.53234 -5.07917 -1.42705 -0.1964
H 3.45059 4.46551 5.49637 0.2243
H -3.42381 -3.65278 0.02596 -0.1889
H 1.30301 1.40677 -4.79539 0.4164
H 2.76189 -0.73199 -1.58315 0.2343
H -4.34983 -3.94029 -3.44296 0.3430
H -4.46965 -1.43389 -4.55230 0.3820
H 0.27681 -2.83463 3.79947 0.3049
H -0.27150 0.83267 -2.98335 0.3744
H 3.77543 0.12161 -2.65246 0.4824
H 1.40375 -3.25566 0.28553 0.5928
H 3.41086 2.82394 5.66654 0.2465
H 1.80005 1.22526 1.73642 0.6543
```

2.
The following is a quantum chemistry calculation of a structure of composition C21H27BrF2N6O6P at a distorted geometry, from the OMol25 dataset.

Results
* total charge: +1
* HOMO-LUMO gap: 6.5 eV
* multiplicity: 1

Structure (XYZ):
```
64
Properties=species:S:1:pos:R:3:mulliken_charge:R:1
Br -2.83399 -3.00156 -0.77583 -0.0918
P -0.38075 1.80365 -0.55636 0.0058
F -4.82627 1.98557 -2.03471 -0.2162
F -2.03188 5.02577 -1.40893 -0.2127
O -4.71376 2.39869 0.11924 -0.4005
O -3.41108 4.29931 -2.93647 -0.3885
O 2.25753 -1.70492 3.24082 -0.6677
O 1.45725 0.54079 -1.80718 -0.2416
O 0.91413 -0.16251 0.14665 -0.4322
O 2.79334 -2.84785 4.98502 -0.5897
N -1.37196 2.23354 -3.86191 -0.3259
N -2.87459 2.90084 -1.16489 0.2124
N 1.74448 0.11143 -0.70057 0.6095
N 2.04052 -2.56679 4.07928 0.9846
N -1.94821 1.87529 -1.50906 0.8241
N -2.45687 0.34413 -3.16516 0.0936
C -0.75716 -4.91867 4.80399 -0.4257
C 5.81626 -0.37030 0.25389 -0.4451
C -4.20846 2.42210 -0.94117 0.4325
C 3.50119 -0.56536 0.87530 -0.6119
C -1.60271 -4.64843 3.73460 -0.5709
C -1.24980 3.48060 1.54649 -1.1743
C 4.84378 -0.71088 1.18445 -0.7694
C -0.68682 -1.69772 -2.09017 -0.9908
C -2.81902 4.10450 -1.93034 0.4276
C -3.03190 -0.60308 -2.20684 -0.9189
C 0.44481 -4.23823 4.92548 -0.4778
C -0.23071 3.36189 0.39464 -0.6657
C 3.16157 -0.07388 -0.37400 0.4880
C 0.99290 1.98243 -1.78018 -1.3242
C 0.77105 -3.29192 3.96964 -0.0810
C -0.05712 -3.00762 2.90288 -0.2083
C 5.45279 0.11472 -0.99815 -0.7947
C 4.11607 0.26583 -1.32128 -0.3440
C -1.97344 -1.32774 -1.34736 0.0802
C -1.24998 -3.69616 2.78585 -0.1965
C -1.92992 1.49858 -2.86711 -0.6717
H 5.12673 -1.08997 2.15711 0.4816
H 0.76338 3.24896 0.83865 0.6053
H -0.80568 3.03111 2.43542 0.3917
H -1.90371 -3.49375 1.95209 0.2048
H -0.89759 3.06285 -3.52757 0.2903
H -3.77327 -0.14174 -1.56315 0.2348
H -1.43948 4.52279 1.79149 0.3240
H 0.16274 -1.63716 -1.41128 0.0249
H 1.10909 -4.44025 5.75161 0.4636
H 6.21287 0.37801 -1.72052 0.3982
H -0.46121 -1.02301 -2.91954 0.1742
H -3.56044 -1.35808 -2.78512 0.7390
H 1.12730 3.00647 -2.13346 0.3515
H -1.79771 -0.77966 -0.42742 0.3196
H -0.76221 1.70024 -4.47347 0.3414
H -2.46797 0.06279 -4.13746 0.3242
H -0.17535 4.25048 -0.23385 0.4504
H -2.17835 2.94425 1.37139 0.2079
H -0.78048 -2.70173 -2.49447 0.6502
H 0.22237 -2.26241 2.17057 0.6830
H 3.82722 0.64298 -2.29069 0.4286
H 0.87575 1.26756 -2.59285 0.4847
H 1.86852 1.65346 -1.21911 0.4433
H -1.03162 -5.66046 5.54108 0.3887
H -2.53650 -5.18662 3.63618 0.3953
H 2.75111 -0.83189 1.60992 0.8748
H 6.86319 -0.48121 0.50392 0.4035
```

3.
The following is a quantum chemistry calculation of a structure of composition C21H27Cl2CoNO7S, from the OMol25 dataset.

Results
* total charge: 0
* HOMO-LUMO gap (spin up / spin down): 8.4 / 9.3 eV
* multiplicity: 2

Structure (XYZ):
```
60
Properties=species:S:1:pos:R:3:mulliken_charge:R:1
Co -0.62108 0.84152 -0.41234 1.2085
Cl -3.17349 -1.77562 0.35556 -0.1534
Cl -6.05193 -1.24584 0.30988 -0.1836
S 1.39883 0.15694 0.48329 1.7485
O -0.74016 -0.85833 -1.46530 -0.3480
O 2.30077 1.21629 0.95915 -0.8126
O -2.37424 1.23075 -0.97375 -0.7404
O 1.17236 4.37549 -0.28746 -0.7290
O -1.15366 0.91462 1.82709 -0.1368
O -0.17588 2.65591 0.21573 -0.7655
O -3.52510 1.89872 -2.76625 -0.7315
N 0.00404 1.66417 -2.23729 0.4496
C 2.40482 -0.88446 -0.59704 -0.0078
C 0.63773 -2.57086 4.02321 -0.5381
C 1.99650 -2.11527 -1.09744 0.2571
C 0.67911 3.29511 -0.52717 0.5199
C -4.45848 -0.60846 -0.09549 0.1902
C 1.07005 2.58871 -1.84793 -0.5070
C 4.06942 -2.27209 -2.31383 -0.4635
C 0.35154 0.52870 -3.09009 -0.5452
C 2.83742 -2.80661 -1.95489 -0.9336
C 1.55858 -1.53713 4.11181 -0.7475
C 1.80045 -0.72010 3.01464 -0.5475
C -2.49050 1.80944 -2.13002 0.2013
C -0.68904 -0.56586 -2.88305 -0.6481
C -2.32030 0.87542 2.64707 -0.2568
C 1.11330 -0.96636 1.84204 0.1317
C -2.01661 1.35668 4.05094 -1.3798
C -1.19414 2.39132 -2.70022 -0.5442
C 3.63556 -0.34669 -0.93913 -0.4781
C 0.18138 -1.98768 1.73869 0.2917
C -0.05216 -2.79708 2.83715 -0.8883
C 4.46768 -1.04631 -1.80409 -0.8557
H 2.08648 -1.35780 5.03902 0.4196
H -4.39715 -0.41991 -1.15902 0.2267
H -1.13768 3.41836 -2.33739 0.3963
H 2.49654 0.10695 3.05954 0.5084
H -0.85746 1.84054 1.73469 0.2049
H 1.03985 -2.53706 -0.83191 0.3621
H -1.56886 -1.31079 -1.23625 0.0003
H 1.98990 2.03046 -1.65701 0.2119
H -2.64567 -0.16445 2.66050 0.3227
H 4.71859 -2.81708 -2.98645 0.4174
H 2.52855 -3.76910 -2.34160 0.4437
H 0.39729 0.79409 -4.15305 0.4685
H -3.11196 1.47953 2.19226 0.2103
H -1.68664 2.39708 4.03912 0.3750
H -1.67124 -0.23129 -3.21950 0.3564
H -1.25576 2.42514 -3.79065 0.3632
H 1.28415 3.34345 -2.60835 0.4225
H 5.42885 -0.62862 -2.07288 0.4315
H -0.78156 -3.59398 2.77406 0.4462
H 0.44795 -3.19911 4.88362 0.4183
H -4.27465 0.30269 0.45636 -0.0254
H -2.90740 1.28801 4.67724 0.4258
H -1.22700 0.74850 4.49450 0.2577
H -0.42461 -1.47387 -3.42551 0.5522
H -0.37743 -2.13083 0.82319 0.0584
H 3.93185 0.60613 -0.52075 0.5695
H 1.33223 0.15792 -2.78725 0.0995
```

4.
The following is a quantum chemistry calculation of an isolated molecule of C21H27ClN4O3, from the OMol25 dataset.

Results
* total charge: 0
* SMILES: COc1ccc(CN2CCC(n3nccc3NC(=O)C3CC3)CC2)c(Cl)c1OC
* HOMO-LUMO gap: 8.6 eV
* multiplicity: 1

Structure (XYZ):
```
56
Properties=species:S:1:pos:R:3:mulliken_charge:R:1
Cl -2.85670 1.67971 2.36413 -0.1806
O 4.79102 -2.28963 0.69097 -0.6331
O -3.40363 -0.99633 2.32801 -0.5089
O -3.71161 -2.69254 0.00686 -0.4602
N 3.42739 -0.52349 0.26306 0.1715
N -1.01023 3.05685 -0.65687 0.3183
N 0.23405 -1.44733 -0.92845 -1.1084
N 1.20340 -0.57546 -0.62424 0.8471
C 5.66403 -0.12319 1.07174 -0.3926
C 5.85155 1.20608 0.38610 -0.5147
C -0.15553 2.78766 0.47441 -1.1095
C -3.59924 -3.50446 -1.13765 -0.9241
C 0.72303 -2.64367 -0.67305 -0.3668
C -0.40843 2.60630 -1.88972 -1.1234
C 2.30098 -1.21746 -0.14861 0.5643
C -3.03199 0.78441 0.89256 0.4356
C 0.03914 1.13727 -1.89276 -0.4063
C -2.89312 1.40860 -0.34128 0.6381
C 2.02923 -2.57102 -0.17843 -1.0092
C -3.51722 -2.36170 2.65787 -0.8350
C -2.43600 2.84345 -0.48275 -2.2250
C 5.34837 1.16448 1.78887 -0.5079
C -3.13244 0.63218 -1.46520 -1.0851
C 4.60512 -1.09370 0.66351 0.4587
C 0.28689 1.32280 0.59713 0.2602
C -3.31424 -0.57867 1.03736 0.6952
C -3.41107 -0.71679 -1.36158 -0.1568
C 0.94863 0.84765 -0.70030 -0.2730
C -3.47641 -1.35084 -0.12784 0.9624
H -0.57563 0.68557 0.78693 -0.2306
H 0.97722 1.21813 1.43766 0.3259
H -2.73460 3.41019 0.40194 0.4913
H -3.64489 -4.52931 -0.77121 0.2849
H -2.66958 -2.93770 2.28114 0.3040
H -3.57250 -1.28269 -2.26369 0.3942
H -3.08995 1.08767 -2.44287 0.3306
H -4.42655 -3.33769 -1.83518 0.3339
H 0.12936 -3.51880 -0.84934 0.4716
H -4.44659 -2.79327 2.28228 0.2785
H 6.01462 1.46476 2.58288 0.2510
H -2.92755 3.28421 -1.35513 0.4829
H 2.68357 -3.36306 0.11370 0.5149
H -0.81951 0.47307 -1.82340 -0.0356
H 6.56067 -0.64767 1.37704 0.4926
H -1.11034 2.77765 -2.70748 0.4552
H 5.17672 1.47906 -0.41223 0.1899
H 6.86461 1.53498 0.21261 0.2484
H -3.51756 -2.38580 3.74775 0.2896
H 0.47050 3.24151 -2.06436 0.3627
H 0.56867 0.91754 -2.82166 0.5156
H -2.64654 -3.33874 -1.64893 0.3436
H 3.35288 0.48212 0.26968 0.1255
H -0.66993 3.09245 1.38574 0.5070
H 4.31522 1.40849 1.98980 0.1679
H 1.90519 1.36951 -0.84594 0.1678
H 0.73750 3.41666 0.35839 0.4057
```